Version 1
109
Properties=species:S:1:pos:R:3:mulliken_charge:R:1 method="wB97M-V/def2-TZVPD" orbital_gap_ev=7.17 homo_energy_ev=-6.80 spin_multiplicity=1 total_charge=0
Pb 0.36 -0.53 -0.62 0.8581
C -0.08 -3.56 0.77 -1.2671
N 1.17 -3.39 1.47 0.3537
C 2.15 -4.43 1.18 -1.2754
C 1.51 -2.25 2.12 0.0588
N 1.02 -1.08 1.79 1.0835
C 0.77 -0.11 2.76 -0.3023
C 0.33 -0.55 4.00 -0.3956
C -0.02 0.31 5.04 -0.9720
C 0.05 1.66 4.84 -0.9353
C 0.43 2.18 3.58 1.9118
C 0.39 3.58 3.42 -1.2011
C 0.68 4.15 2.22 -1.2625
C 1.08 3.33 1.16 0.1958
C 1.21 1.96 1.28 -0.9390
N 1.70 1.31 0.12 1.3391
C 2.75 1.88 -0.47 -1.2298
N 3.74 2.48 0.26 0.7208
C 4.25 3.79 -0.11 -1.2364
C 4.02 2.08 1.62 -0.7190
N 2.97 1.84 -1.80 1.0454
C 4.31 1.83 -2.36 -1.1928
C 1.93 1.82 -2.80 -0.5065
C 0.82 1.31 2.50 -0.9035
N 2.47 -2.42 3.09 0.4195
C 3.33 -1.33 3.49 -0.6452
C 2.41 -3.53 4.02 -1.3252
H -0.52 -4.52 1.06 0.4568
H 0.06 -3.58 -0.31 0.1794
H -0.77 -2.77 1.04 0.3435
H 2.22 -4.56 0.09 0.4350
H 1.84 -5.39 1.62 0.3281
H 3.13 -4.16 1.55 0.3421
H 0.23 -1.62 4.15 0.5879
H -0.34 -0.09 5.99 0.3931
H -0.21 2.36 5.62 0.4206
H 0.10 4.19 4.27 0.3932
H 0.60 5.22 2.07 0.4813
H 1.30 3.78 0.20 0.7756
H 3.83 4.10 -1.06 0.3666
H 5.34 3.78 -0.19 0.3258
H 3.97 4.52 0.65 0.3662
H 3.69 1.06 1.77 -0.0381
H 3.53 2.72 2.36 0.2464
H 5.10 2.14 1.78 0.5031
H 5.05 1.68 -1.57 0.3489
H 4.53 2.76 -2.90 0.3440
H 4.38 1.00 -3.06 0.3118
H 0.95 1.65 -2.35 -0.7332
H 2.12 1.04 -3.53 0.2456
H 1.89 2.79 -3.32 0.4024
H 3.46 -0.65 2.66 -0.2303
H 4.30 -1.74 3.76 0.4426
H 2.93 -0.78 4.35 0.2393
H 1.60 -4.20 3.76 0.3905
H 2.23 -3.15 5.03 0.4097
H 3.35 -4.09 4.03 0.3665
C -4.19 1.67 -2.35 -1.4600
C -3.54 1.00 -3.56 2.4900
C -4.20 1.54 -4.83 -1.7266
C -3.76 -0.51 -3.48 -1.6502
Si -1.65 1.33 -3.48 -1.7489
O -1.00 0.63 -2.22 0.4359
C -1.37 3.21 -3.36 1.0504
C -0.92 3.71 -2.14 -0.1071
C -0.68 5.07 -1.94 -0.4935
C -0.88 5.96 -2.99 -0.6300
C -1.35 5.49 -4.20 -0.7869
C -1.60 4.14 -4.38 -0.3019
C -0.82 0.69 -5.07 0.7925
C -0.96 1.21 -6.35 -0.2746
C -0.22 0.71 -7.42 -0.9092
C 0.68 -0.32 -7.22 -0.5727
C 0.81 -0.88 -5.96 -0.2741
C 0.05 -0.39 -4.91 -0.0046
H -5.26 1.43 -2.29 0.5723
H -4.09 2.76 -2.39 0.2942
H -3.70 1.33 -1.43 -0.1754
H -5.27 1.32 -4.82 0.5022
H -3.77 1.08 -5.72 0.3119
H -4.08 2.62 -4.91 0.3148
H -4.83 -0.74 -3.49 0.5095
H -3.32 -0.92 -2.57 0.1169
H -3.30 -1.01 -4.34 0.3338
H -0.76 3.02 -1.32 0.2504
H -0.34 5.42 -0.98 0.4182
H -0.67 7.01 -2.85 0.3781
H -1.53 6.19 -5.01 0.4055
H -1.97 3.80 -5.35 0.0915
H -1.64 2.03 -6.54 0.1965
H -0.35 1.14 -8.41 0.4170
H 1.29 -0.69 -8.04 0.3924
H 1.51 -1.70 -5.79 0.4184
H 0.14 -0.83 -3.92 0.0231
Te 3.03 -1.53 -1.20 -0.3163
C 2.85 -3.31 -2.34 0.0961
C 1.83 -3.50 -3.27 -0.1485
C 1.80 -4.64 -4.06 -0.6457
C 2.76 -5.62 -3.92 -0.5322
C 3.77 -5.46 -2.98 -0.5460
C 3.81 -4.31 -2.20 -0.4548
H 1.06 -2.75 -3.39 0.3783
H 1.01 -4.75 -4.80 0.4373
H 2.74 -6.51 -4.54 0.3743
H 4.54 -6.21 -2.86 0.3783
H 4.61 -4.17 -1.48 0.3979
N -3.06 0.07 0.92 0.0357
C -2.17 -0.68 0.93 -0.4544
H -3.77 0.77 0.82 0.2778

Version 2
109
Properties=species:S:1:pos:R:3:mulliken_charge:R:1 method="wB97M-V/def2-TZVPD" orbital_gap_ev=7.27 homo_energy_ev=-7.04 spin_multiplicity=1 total_charge=0
Pb 1.17 0.70 -0.29 1.4828
C -4.44 -0.16 -1.09 -1.2264
N -3.66 0.31 0.04 0.8595
C -4.26 1.41 0.75 -0.6005
C -2.35 -0.13 0.19 -1.5197
N -1.31 0.63 0.40 1.2615
C -1.36 2.04 0.34 -0.2411
C -1.82 2.66 -0.81 -0.4325
C -1.83 4.05 -0.91 -1.0721
C -1.35 4.82 0.10 -1.1903
C -0.81 4.23 1.27 0.7977
C -0.24 5.04 2.28 -0.9952
C 0.33 4.48 3.38 -0.8664
C 0.29 3.09 3.57 -0.2914
C -0.28 2.25 2.64 -0.5875
N -0.27 0.88 2.88 0.5174
C -0.89 0.39 3.90 -0.0634
N -0.68 -0.91 4.31 0.6253
C 0.61 -1.52 4.14 -0.9249
C -1.71 -1.68 4.98 -1.2649
N -1.88 1.03 4.65 0.3680
C -1.66 1.14 6.09 -1.2551
C -2.66 2.12 4.11 -0.4062
C -0.81 2.81 1.42 0.5741
N -2.21 -1.48 0.16 1.2048
C -0.91 -2.12 0.11 -0.1452
C -3.27 -2.34 0.66 -1.3656
H -4.77 0.69 -1.69 0.4118
H -5.33 -0.71 -0.77 0.3077
H -3.83 -0.81 -1.73 0.2284
H -5.22 1.08 1.16 0.4117
H -4.44 2.28 0.10 0.2895
H -3.63 1.73 1.57 -0.1611
H -2.14 2.04 -1.63 0.6640
H -2.21 4.51 -1.82 0.4974
H -1.35 5.90 0.03 0.4055
H -0.24 6.12 2.15 0.4170
H 0.79 5.10 4.14 0.4235
H 0.73 2.65 4.46 0.5719
H 1.37 -1.05 4.77 0.2839
H 0.94 -1.43 3.11 0.1202
H 0.55 -2.58 4.41 0.3299
H -2.68 -1.21 4.82 0.3791
H -1.53 -1.77 6.06 0.3479
H -1.73 -2.69 4.56 0.4013
H -0.89 0.44 6.41 0.3740
H -2.58 0.94 6.64 0.3184
H -1.32 2.16 6.34 0.3684
H -2.77 1.99 3.04 -0.4693
H -2.21 3.10 4.30 0.2338
H -3.65 2.10 4.57 0.4403
H -0.26 -1.58 -0.58 -0.7910
H -1.04 -3.13 -0.25 0.5583
H -0.44 -2.14 1.11 0.0176
H -4.08 -1.75 1.09 0.4323
H -2.87 -2.98 1.45 0.4110
H -3.68 -2.98 -0.12 0.2063
C 2.26 -2.96 -2.80 -1.3274
C 2.34 -1.79 -3.79 2.3108
C 2.67 -2.36 -5.18 -1.8929
C 3.48 -0.85 -3.36 -1.6558
Si 0.70 -0.81 -3.66 -1.6645
O 0.53 -0.35 -2.14 0.9317
C -0.77 -1.91 -4.16 0.3672
C -1.83 -2.07 -3.27 0.5643
C -2.90 -2.92 -3.56 -0.1536
C -2.93 -3.61 -4.75 -0.7364
C -1.91 -3.42 -5.68 -0.8544
C -0.86 -2.57 -5.39 -0.3666
C 0.64 0.68 -4.82 0.9696
C 0.81 0.61 -6.21 -0.4004
C 0.66 1.72 -7.02 -0.7816
C 0.32 2.95 -6.46 -0.5329
C 0.16 3.05 -5.09 -0.6974
C 0.32 1.93 -4.28 -0.1133
H 3.21 -3.50 -2.75 0.5153
H 1.47 -3.66 -3.08 0.3491
H 2.02 -2.58 -1.80 -0.3259
H 3.65 -2.84 -5.16 0.5075
H 2.70 -1.57 -5.93 0.2950
H 1.94 -3.11 -5.48 0.3247
H 4.42 -1.40 -3.28 0.4877
H 3.26 -0.41 -2.39 0.1160
H 3.61 -0.04 -4.08 0.3431
H -1.81 -1.52 -2.34 -0.2094
H -3.70 -3.04 -2.84 0.3889
H -3.74 -4.30 -4.97 0.3770
H -1.95 -3.94 -6.63 0.4139
H -0.08 -2.43 -6.13 0.1947
H 1.06 -0.34 -6.68 0.0792
H 0.80 1.64 -8.09 0.4055
H 0.18 3.81 -7.09 0.3632
H -0.10 4.00 -4.64 0.4504
H 0.18 2.01 -3.21 0.1156
Te 3.77 1.01 1.83 0.2117
C 4.98 -0.04 3.23 0.2176
C 5.00 -1.42 3.35 -0.0831
C 5.75 -2.02 4.35 -0.6126
C 6.51 -1.25 5.22 -0.4307
C 6.50 0.13 5.09 -0.5569
C 5.73 0.74 4.10 -0.5929
H 4.45 -2.03 2.65 0.3719
H 5.75 -3.10 4.44 0.3805
H 7.11 -1.72 5.99 0.3650
H 7.09 0.75 5.76 0.3574
H 5.73 1.82 4.00 0.3128
N 3.56 -1.68 0.59 -0.6413
C 2.89 -0.62 0.63 -0.3792
H 3.15 -2.42 0.02 0.2497

It is version 1 that is the most stable of them.

Version 1
19
Properties=species:S:1:pos:R:3:mulliken_charge:R:1 method="wB97M-V/def2-TZVPD" orbital_gap_ev=9.87 homo_energy_ev=-8.89 spin_multiplicity=1 total_charge=0
C -1.80 -1.32 0.66 -0.9495
C -1.32 -0.21 0.06 0.4462
F -2.13 0.41 -0.86 -0.3002
C -0.02 0.48 0.11 0.5943
C -0.15 1.97 0.43 -1.4219
C 1.15 -0.15 -0.10 0.8160
C 2.56 0.42 -0.05 -1.4281
C 1.36 -1.64 -0.20 -1.4728
H -1.21 -1.87 1.42 0.3117
H -2.78 -1.68 0.42 0.3056
H 0.71 2.56 0.03 0.3711
H -1.07 2.33 0.01 0.3846
H -0.26 2.04 1.53 0.2628
H 3.28 -0.14 0.50 0.3674
H 3.04 0.45 -1.09 0.3069
H 2.47 1.43 0.31 0.3430
H 2.03 -2.04 0.55 0.3368
H 0.45 -2.28 -0.21 0.3689
H 1.84 -1.81 -1.18 0.3572

Version 2
19
Properties=species:S:1:pos:R:3:mulliken_charge:R:1 method="wB97M-V/def2-TZVPD" orbital_gap_ev=9.84 homo_energy_ev=-8.88 spin_multiplicity=1 total_charge=0
C -0.75 0.42 2.46 -1.2156
C -0.25 -0.25 1.19 0.5945
C 0.71 -1.10 0.86 -0.4906
C 1.02 -1.09 -0.59 -1.0319
C -0.12 -0.14 -1.24 1.4614
C 0.46 1.01 -1.93 -1.8533
F -0.73 -0.95 -2.15 -0.4221
C -1.07 0.13 -0.07 -1.0467
H -1.75 0.73 2.25 0.3512
H -0.11 1.30 2.53 0.2607
H -0.54 -0.38 3.14 0.3740
H 1.38 -1.64 1.55 0.3789
H 2.02 -0.54 -0.81 0.2677
H 1.18 -2.03 -1.05 0.4359
H -0.17 1.66 -2.52 0.3770
H 1.20 0.71 -2.58 0.4553
H 0.87 1.57 -1.06 0.3952
H -1.94 -0.57 0.04 0.3371
H -1.43 1.16 -0.02 0.3715

It is version 2 that is the most stable of them.

Version 1
12
Properties=species:S:1:pos:R:3:mulliken_charge:R:1 method="wB97M-V/def2-TZVPD" orbital_gap_ev="8.20 / 8.95" homo_energy_ev="-8.13 / -8.81" spin_multiplicity=1 total_charge=0
C -0.09 1.55 -1.47 -0.8021
C -1.19 0.16 0.94 -0.2580
O 0.06 -0.09 1.32 -0.1768
Si 1.11 -1.12 0.55 0.4810
Br -2.27 -1.27 0.13 -0.1696
H -0.60 2.01 -0.62 0.3640
H -0.27 1.56 -2.52 0.3194
H 0.78 0.94 -1.19 0.1367
H -1.72 0.67 1.63 0.4280
H 2.30 -1.07 1.54 -0.0902
H 1.31 -0.83 -0.83 -0.1203
H 0.57 -2.50 0.52 -0.1119

Version 2
12
Properties=species:S:1:pos:R:3:mulliken_charge:R:1 method="wB97M-V/def2-TZVPD" orbital_gap_ev=10.40 homo_energy_ev=-9.79 spin_multiplicity=1 total_charge=0
C 1.53 -0.45 0.22 -0.7627
C 0.02 -0.96 0.54 -0.1226
Br -0.52 0.01 2.43 -0.2923
O -0.77 -0.52 -0.43 -0.3010
Si -1.30 1.06 -0.87 0.5564
H 2.30 -0.83 0.94 0.3241
H 1.33 0.68 0.18 0.2008
H 1.62 -0.85 -0.77 0.2971
H -0.14 -2.05 0.81 0.4168
H -0.18 1.96 -0.51 -0.1062
H -2.61 1.21 -0.34 -0.0867
H -1.27 0.73 -2.22 -0.1237

It is version 2 that is the most stable of them.

Version 1
19
Properties=species:S:1:pos:R:3:mulliken_charge:R:1 method="wB97M-V/def2-TZVPD" orbital_gap_ev=8.91 homo_energy_ev=-9.53 spin_multiplicity=1 total_charge=0
C 1.40 3.06 0.45 0.1256
C 1.42 2.01 -0.13 -0.5557
C 1.32 0.69 -0.70 -0.6234
I 3.19 -0.44 0.14 0.0226
Si -0.19 -0.34 -0.14 0.5705
C -2.01 0.23 -0.71 -1.2681
C -0.24 -2.18 -0.84 -1.0521
C -0.19 -0.36 1.78 -0.9695
H 1.47 4.09 0.89 0.3803
H 1.42 0.80 -1.82 0.4765
H -1.86 1.16 -1.24 0.3629
H -2.55 -0.44 -1.25 0.4158
H -2.53 0.50 0.24 0.3104
H -0.51 -2.11 -1.90 0.3030
H 0.86 -2.45 -0.83 0.2153
H -0.76 -2.92 -0.34 0.4081
H 0.86 -0.86 1.94 0.2004
H -0.18 0.60 2.21 0.3659
H -0.92 -1.04 2.24 0.3114

Version 2
19
Properties=species:S:1:pos:R:3:mulliken_charge:R:1 method="wB97M-V/def2-TZVPD" orbital_gap_ev="6.63 / 6.67" homo_energy_ev="-7.31 / -7.41" spin_multiplicity=1 total_charge=0
C 3.13 2.88 -0.05 -0.3423
C 3.22 1.68 -0.32 0.3420
C -1.10 1.25 -0.03 -1.0277
C -1.47 -1.68 -1.38 -1.0643
C -1.58 -1.40 1.75 -1.0822
C 3.49 0.43 -0.69 -0.9260
Si -0.98 -0.64 0.11 0.4547
I 1.51 -1.02 0.14 0.0054
H 2.85 3.94 -0.12 0.3375
H -2.13 1.75 0.31 0.2887
H -0.35 1.69 0.46 0.4021
H -0.98 1.47 -1.12 0.2832
H -2.62 -1.61 -1.55 0.2986
H -0.88 -1.37 -2.27 0.2941
H -1.34 -2.67 -1.25 0.3992
H -1.84 -2.42 1.69 0.3580
H -0.72 -1.44 2.34 0.3787
H -2.50 -0.85 2.20 0.2732
H 4.31 0.01 -0.22 0.3272

It is version 1 that is the most stable of them.